(1)
Molecular formula: C3H8O2
Method: DFT, ωB97M-V with the def2-TZVPD basis set

As for the HOMO-LUMO gap: 0.305 Ha. The calculation puts the energy relative to the best compared isomer or geometry (same formula, charge and spin) at 99.2 kcal per mole. Its total energy is -269.43675 Eh.

Geometry as ORCA input:
```
! RIJCOSX wB97M-V def2-TZVPD def2/J DEFGRID3
* xyz 0 1
O -0.578 -1.483 -0.337
C 0.718 -0.859 -0.340
C 0.492 0.616 -0.648
C 0.001 1.532 0.447
O -1.395 0.574 1.166
H -0.492 -2.373 0.027
H 1.350 -1.337 -1.101
H 1.199 -0.973 0.642
H -0.145 0.665 -1.545
H 1.449 1.078 -0.936
H 0.647 1.402 1.327
H -1.764 1.365 0.727
H -1.482 -0.207 0.573
*
```


(2)
Molecular formula: C3H8O2
Method: DFT, ωB97M-V with the def2-TZVPD basis set

As for the structure (SMILES): OCCCO. As for the HOMO-LUMO gap: 0.367 Ha. The calculation puts the energy relative to the best compared isomer or geometry (same formula, charge and spin) at 68.7 kcal per mole. Its total energy is -269.48534 Eh.

Geometry as ORCA input:
```
! RIJCOSX wB97M-V def2-TZVPD def2/J DEFGRID3
* xyz 0 1
O -0.792 1.674 0.190
C -1.012 -0.024 0.299
C -0.130 -0.677 -0.773
C 1.242 -0.647 -0.094
O 1.162 0.490 0.734
H -0.920 2.167 1.030
H -2.049 0.065 0.074
H -0.813 -0.497 1.280
H -0.130 -0.015 -1.641
H -0.508 -1.658 -1.124
H 1.403 -1.584 0.488
H 2.086 -0.595 -0.802
H 0.460 1.302 0.339
*
```


(3)
Molecular formula: C3H8O2
Method: DFT, ωB97M-V with the def2-TZVPD basis set

As for the structure (SMILES): O=CO.CC. As for the HOMO-LUMO gap: 0.440 Ha. The calculation puts the energy relative to the best compared isomer or geometry (same formula, charge and spin) at 35.2 kcal per mole. Its total energy is -269.53885 Eh.

Geometry as ORCA input:
```
! RIJCOSX wB97M-V def2-TZVPD def2/J DEFGRID3
* xyz 0 1
O 1.797 3.803 -0.977
C 1.185 2.753 -1.023
O 1.313 1.835 0.113
H 0.632 2.482 -1.907
H 1.018 2.531 0.682
C -1.353 -1.968 0.139
C -0.118 -1.368 0.653
H -1.128 -2.525 -0.788
H -1.828 -2.590 0.871
H -2.181 -1.265 -0.042
H 0.747 -1.899 0.260
H -0.008 -1.421 1.717
H -0.077 -0.369 0.301
*
```


(4)
Molecular formula: C3H8O2
Method: DFT, ωB97M-V with the def2-TZVPD basis set

As for the HOMO-LUMO gap: 0.313 Ha. The calculation puts the energy relative to the best compared isomer or geometry (same formula, charge and spin) at 102.5 kcal per mole. Its total energy is -269.43158 Eh.

Geometry as ORCA input:
```
! RIJCOSX wB97M-V def2-TZVPD def2/J DEFGRID3
* xyz 0 1
C -0.503 0.399 0.383
C 0.770 -0.188 0.277
C -0.049 -1.249 -1.108
O -0.842 1.419 -0.430
O 0.509 1.122 1.909
H -1.745 1.698 -0.230
H 0.933 1.943 1.623
H -1.293 -0.115 0.917
H 1.027 -0.965 0.979
H 1.547 0.349 -0.250
H -0.846 -1.901 -0.752
H -0.343 -0.667 -1.979
H 0.835 -1.843 -1.339
*
```


(5)
Molecular formula: C3H8O2
Method: DFT, ωB97M-V with the def2-TZVPD basis set

As for the structure (SMILES): C=CCO.O. As for the HOMO-LUMO gap: 0.384 Ha. The calculation puts the energy relative to the best compared isomer or geometry (same formula, charge and spin) at 46.5 kcal per mole. Its total energy is -269.52085 Eh.

Geometry as ORCA input:
```
! RIJCOSX wB97M-V def2-TZVPD def2/J DEFGRID3
* xyz 0 1
C -1.838 -1.542 0.898
C -0.910 -0.690 0.451
C 0.212 -1.045 -0.499
O -0.182 -1.256 -1.831
H -2.340 -1.451 1.844
H -1.997 -2.494 0.410
H -0.738 0.051 1.234
H 0.676 -1.983 -0.181
H 0.969 -0.273 -0.363
H -0.346 -0.442 -2.313
O 1.961 3.698 -0.198
H 2.078 2.971 0.426
H 2.454 4.457 0.122
*
```


(6)
Molecular formula: C3H8O2
Method: DFT, ωB97M-V with the def2-TZVPD basis set

As for the structure (SMILES): C[C@@H](O)CO. As for the HOMO-LUMO gap: 0.402 Ha. The calculation puts the energy relative to the best compared isomer or geometry (same formula, charge and spin) at 17.6 kcal per mole. Its total energy is -269.56679 Eh.

Geometry as ORCA input:
```
! RIJCOSX wB97M-V def2-TZVPD def2/J DEFGRID3
* xyz 0 1
C -1.543 0.343 0.198
C -0.327 -0.514 -0.104
O -0.160 -0.542 -1.503
C 0.946 0.056 0.572
O 2.092 -0.134 -0.251
H -1.377 1.354 -0.192
H -1.738 0.407 1.275
H -2.429 -0.068 -0.294
H -0.497 -1.536 0.277
H 0.781 -0.738 -1.637
H 0.811 1.122 0.797
H 1.136 -0.463 1.517
H 2.306 0.714 -0.655
*
```


(7)
Molecular formula: C3H8O2
Method: DFT, ωB97M-V with the def2-TZVPD basis set

As for the structure (SMILES): C=C(C)O.O. As for the HOMO-LUMO gap: 0.358 Ha. The calculation puts the energy relative to the best compared isomer or geometry (same formula, charge and spin) at 55.1 kcal per mole. Its total energy is -269.50712 Eh.

Geometry as ORCA input:
```
! RIJCOSX wB97M-V def2-TZVPD def2/J DEFGRID3
* xyz 0 1
C -1.033 1.027 0.433
C 0.045 0.319 0.897
C 0.075 -1.209 1.012
O 1.288 0.907 0.809
H -1.910 0.635 -0.059
H -1.052 2.093 0.656
H -0.393 -1.598 1.909
H 1.083 -1.611 1.069
H -0.445 -1.712 0.174
H 1.304 0.770 -0.162
O 0.350 0.301 -2.483
H 1.106 -0.267 -2.338
H -0.418 0.345 -1.917
*
```


(8)
Molecular formula: C3H8O2
Method: DFT, ωB97M-V with the def2-TZVPD basis set

As for the structure (SMILES): CCC=O.O. As for the HOMO-LUMO gap: 0.400 Ha. The calculation puts the energy relative to the best compared isomer or geometry (same formula, charge and spin) at 21.2 kcal per mole. Its total energy is -269.56115 Eh.

Geometry as ORCA input:
```
! RIJCOSX wB97M-V def2-TZVPD def2/J DEFGRID3
* xyz 0 1
C -1.001 0.167 -1.083
C -0.840 0.204 0.454
C 0.189 1.246 0.819
O 1.364 0.967 0.939
H -0.153 -0.307 -1.573
H -1.882 -0.435 -1.283
H -1.162 1.146 -1.520
H -0.462 -0.777 0.737
H -1.753 0.374 1.030
H -0.030 2.277 0.500
O 1.739 -1.763 -0.035
H 2.116 -2.234 0.718
H 1.875 -0.866 0.297
*
```